No. 1
C2H8NS | wB97M-V/def2-TZVPD

Net charge: -1
LUMO level, eV: 3.9818
Energy above the lowest of the compared OMol25 structures with the same formula, charge and spin, kcal per mole: 12.5
Kohn-Sham gap, eV: 6.7
2S+1: 1

Each atom is followed by the atoms it is bonded to, with distances in Å.
Geometry (Å):
1 S 0.6926 2.9920 -1.0841  H2 1.278
2 H -0.0306 2.4586 -1.9929  S1 1.278
3 C -0.1733 -0.8345 -0.6486  C4 1.509, H6 1.076, H7 1.027, H8 1.129
4 C 0.1246 -1.0712 0.8113  C3 1.509, N5 1.470, H9 1.116, H10 1.054
5 N -0.0467 0.2575 1.4165  C4 1.470, H11 1.039, H12 0.991
6 H 0.4770 -0.0474 -0.9874  C3 1.076
7 H -0.0584 -1.6378 -1.2784  C3 1.027
8 H -1.1632 -0.3245 -0.8364  C3 1.129
9 H -0.4200 -1.8362 1.4147  C4 1.116
10 H 1.1031 -1.4304 0.9646  C4 1.054
11 H 0.4983 0.9811 0.9081  N5 1.039
12 H -1.0035 0.4928 1.3127  N5 0.991

Per-atom Löwdin charges, elementary charge units: atom 1 (S): -0.26, atom 2 (H): -0.54, atom 3 (C): -0.14, atom 4 (C): -0.35, atom 5 (N): -0.04, atom 6 (H): 0.03, atom 7 (H): 0.02, atom 8 (H): 0.09, atom 9 (H): 0.10, atom 10 (H): 0.07, atom 11 (H): 0.00, atom 12 (H): 0.03



No. 2
C2H8NS | wB97M-V/def2-TZVPD

Net charge: +1
LUMO level, eV: -5.0419
Energy above the lowest of the compared OMol25 structures with the same formula, charge and spin, kcal per mole: 5.4
Kohn-Sham gap, eV: 7.9
2S+1: 1

Each atom is followed by the atoms it is bonded to, with distances in Å.
Geometry (Å):
1 C -0.3895 -0.8218 0.0926  C2 1.446, H5 1.099, H6 1.089, H7 1.089
2 C -1.2498 0.2625 -0.3274  C1 1.446, N3 1.286, H8 1.085
3 N -2.3710 0.5489 0.2334  C2 1.286, H10 1.017, H11 1.014
4 S 3.1115 0.2178 0.1116  H9 1.330, H12 1.321
5 H 0.5049 -0.3877 0.5622  C1 1.099
6 H 0.0076 -1.3641 -0.7646  C1 1.089
7 H -0.8631 -1.5005 0.8006  C1 1.089
8 H -0.9310 0.8869 -1.1555  C2 1.085
9 H 3.4936 0.5964 -1.1046  S4 1.330
10 H -2.7132 -0.0006 1.0176  N3 1.017
11 H -2.9433 1.3348 -0.0547  N3 1.014
12 H 4.3433 0.2275 0.5888  S4 1.321

Per-atom Löwdin charges, elementary charge units: atom 1 (C): -0.03, atom 2 (C): -0.07, atom 3 (N): 0.24, atom 4 (S): 0.52, atom 5 (H): 0.05, atom 6 (H): 0.12, atom 7 (H): 0.11, atom 8 (H): 0.16, atom 9 (H): -0.21, atom 10 (H): 0.16, atom 11 (H): 0.16, atom 12 (H): -0.21



No. 3
C2H8NS2 | wB97M-V/def2-TZVPD

Net charge: +1
LUMO level, eV: -3.9324
Energy above the lowest of the compared OMol25 structures with the same formula, charge and spin, kcal per mole: 6.9
Kohn-Sham gap, eV: 9.0
2S+1: 1
SMILES: [NH3+]CCSS

Each atom is followed by the atoms it is bonded to, with distances in Å.
Geometry (Å):
1 N -0.1537 1.9448 0.0190  C2 1.566, H6 1.008, H7 1.018, H8 1.016
2 C 0.4187 0.6409 0.6697  N1 1.566, C3 1.516, H9 1.079, H10 1.084
3 C 0.3699 -0.5040 -0.3232  C2 1.516, S4 1.809, H11 1.097, H12 1.098
4 S 0.4705 -2.1039 0.5143  C3 1.809, S5 2.048
5 S -1.2628 -3.0534 -0.0228  S4 2.048, H13 1.344
6 H -0.4556 2.5189 0.7908  N1 1.008
7 H 0.4892 2.3718 -0.6450  N1 1.018
8 H -0.9406 1.5640 -0.4989  N1 1.016
9 H 1.3922 0.7691 1.1168  C2 1.079
10 H -0.2907 0.4835 1.4745  C2 1.084
11 H 1.2106 -0.4616 -1.0271  C3 1.097
12 H -0.4720 -0.3972 -1.0202  C3 1.098
13 H -0.7757 -3.7730 -1.0479  S5 1.344

Per-atom Löwdin charges, elementary charge units: atom 1 (N): 0.21, atom 2 (C): -0.19, atom 3 (C): -0.58, atom 4 (S): 0.47, atom 5 (S): 0.36, atom 6 (H): 0.16, atom 7 (H): 0.17, atom 8 (H): 0.15, atom 9 (H): 0.13, atom 10 (H): 0.12, atom 11 (H): 0.08, atom 12 (H): 0.08, atom 13 (H): -0.17



No. 4
C2H8NSe | wB97M-V/def2-TZVPD

Net charge: +1
LUMO level, eV: -4.7846
Energy above the lowest of the compared OMol25 structures with the same formula, charge and spin, kcal per mole: 64.0
Kohn-Sham gap, eV: 9.0
2S+1: 1

Each atom is followed by the atoms it is bonded to, with distances in Å.
Geometry (Å):
1 C -0.3604 -1.4539 0.2043  C2 1.538, H5 1.144, H6 1.077, H7 1.034
2 C 0.2148 -0.1161 -0.2894  C1 1.538, N3 1.523, Se4 1.924
3 N -0.4544 1.0908 0.3539  C2 1.523, H9 1.054, H10 0.996, H11 0.959
4 Se 2.1013 0.0719 0.0368  C2 1.924, H12 1.389
5 H 0.3492 -2.1658 -0.3424  C1 1.144
6 H -1.3577 -1.6225 -0.1652  C1 1.077
7 H -0.2997 -1.6338 1.2207  C1 1.034
8 H -0.3846 0.2707 -1.9057  no bonds
9 H -0.7440 1.2213 1.3586  N3 1.054
10 H -1.3646 1.1383 -0.0484  N3 0.996
11 H 0.0465 1.8742 0.1201  N3 0.959
12 H 2.2534 1.3250 -0.5433  Se4 1.389

Per-atom Löwdin charges, elementary charge units: atom 1 (C): -0.12, atom 2 (C): -0.70, atom 3 (N): 0.10, atom 4 (Se): 0.95, atom 5 (H): 0.11, atom 6 (H): 0.08, atom 7 (H): 0.06, atom 8 (H): 0.28, atom 9 (H): 0.20, atom 10 (H): 0.13, atom 11 (H): 0.08, atom 12 (H): -0.18



Looking at molar mass for the records above, in order, we have 78.160; 78.160; 110.227; 125.053 g mol⁻¹.
Looking at highest occupied orbital energy for the records above, in order, we have -2.67; -12.91; -12.90; -13.79 eV.